<i>
Molecular formula: C6H8S
Method: DFT, the ωB97M-V functional and the def2-TZVPD basis

```
! RIJCOSX wB97M-V def2-TZVPD def2/J DEFGRID3
* xyz 0 1
C -0.915 1.759 -0.442
C -1.835 1.113 0.383
C 0.333 -1.492 0.682
C 1.263 -1.674 -0.531
C 0.679 0.955 -0.616
C 0.990 -0.330 -0.024
S 2.141 1.085 0.345
H -1.159 1.911 -1.510
H -0.524 2.710 -0.004
H -1.858 1.242 1.396
H -2.185 0.073 0.002
H -0.822 -1.416 0.655
H 0.711 -1.788 1.624
H 2.350 -2.271 -0.484
H 0.829 -1.877 -1.475
*
```

Atom charges from the Löwdin analysis, given in e for atoms 1 to 6: number 1, C, carries -0.264; number 2, C, carries -0.022; number 3, C, carries -0.084; number 4, C, carries -0.131; number 5, C, carries -0.367; number 6, C, carries -0.719

<ii>
Molecular formula: C6H8S
Method: DFT, the ωB97M-V functional and the def2-TZVPD basis

```
! RIJCOSX wB97M-V def2-TZVPD def2/J DEFGRID3
* xyz 0 1
C -0.087 1.779 -2.063
C -0.143 0.854 -1.063
C -0.003 -0.785 -0.815
C 0.627 -0.667 0.650
C 0.336 -1.073 2.051
C -0.478 0.024 1.404
H -0.163 1.492 -3.197
H -0.271 2.743 -1.965
H -0.855 -1.409 -0.942
H 0.650 -0.993 -1.717
H 1.528 -0.093 0.652
H -0.369 -1.905 2.194
H 0.905 -1.029 2.996
H -1.340 -0.581 1.115
S -0.338 1.644 0.701
*
```

Summary:
**Structure (SMILES)**: C=C1C[C@@H]2C[C@H]2S1

Atom charges from the Löwdin analysis, given in e for atoms 1 to 6: number 1, C, carries -0.050; number 2, C, carries -0.405; number 3, C, carries -0.082; number 4, C, carries -0.336; number 5, C, carries -0.092; number 6, C, carries -0.593

Which structure is the most stable? The one labeled <ii>.